A molecular structure, C26H36N5O2RuSSbSe2, computed with ωB97M-V/def2-TZVPD.

Calculated values
highest occupied orbital energy (spin up / spin down)	-13.13 / -13.45	eV
charge	+2
spin multiplicity	5

Each line ends with the Löwdin spin population.
Cartesian coordinates (Å):
Ru1 0.355 0.460 0.372  2.62
C1 3.031 -1.104 -1.494  0.01
C2 3.518 -0.030 -0.573  0.00
C3 4.894 0.199 -0.574  0.00
C4 5.452 1.132 0.263  0.00
C5 4.598 1.810 1.118  0.00
C6 3.235 1.571 1.075  0.01
N1 2.679 0.675 0.220  0.03
Sb1 2.260 2.812 2.536  0.01
C7 1.000 3.813 1.153  0.00
C8 0.890 5.184 1.310  0.00
C9 0.204 5.920 0.355  0.00
C10 -0.294 5.247 -0.739  0.00
C11 -0.136 3.866 -0.837  0.00
C12 -0.606 3.156 -2.059  0.00
N2 0.471 3.141 0.117  0.07
C13 0.819 1.463 3.368  0.01
C14 0.764 1.629 4.741  0.00
C15 -0.072 0.831 5.505  0.00
C16 -0.785 -0.138 4.847  0.00
C17 -0.696 -0.283 3.461  0.00
C18 -1.518 -1.409 2.898  0.00
N3 0.080 0.536 2.711  0.03
H1 3.854 -1.778 -1.723  0.00
H2 2.232 -1.689 -1.048  0.00
H3 2.688 -0.679 -2.437  0.01
H4 5.510 -0.387 -1.241  0.00
H5 6.519 1.313 0.274  0.00
H6 4.995 2.526 1.825  0.00
H7 1.343 5.672 2.163  0.00
H8 0.086 6.991 0.454  0.00
H9 -0.803 5.774 -1.535  0.00
H10 -1.337 3.733 -2.619  0.00
H11 0.243 2.942 -2.713  0.00
H12 -1.043 2.211 -1.772  0.00
H13 1.385 2.377 5.217  0.00
H14 -0.138 0.950 6.578  0.00
H15 -1.428 -0.817 5.389  0.00
H16 -1.498 -2.235 3.608  0.00
H17 -2.560 -1.105 2.791  0.00
H18 -1.150 -1.776 1.949  0.00
O1 -2.826 -2.131 -1.407  0.03
C19 -3.520 -1.393 -2.410  0.00
C20 -2.960 0.024 -2.518  0.02
C21 -3.824 0.734 -3.580  0.00
O2 -3.354 2.058 -3.731  0.00
C22 -1.521 0.035 -3.028  0.04
Se1 -0.022 -0.425 -1.846  0.33
C23 -3.133 0.803 -1.215  0.06
Se2 -2.028 0.241 0.293  0.49
H19 -3.383 -2.866 -1.126  0.00
H20 -4.586 -1.333 -2.169  0.00
H21 -3.421 -1.892 -3.379  0.00
H22 -4.869 0.721 -3.253  0.00
H23 -3.755 0.178 -4.521  0.00
H24 -3.886 2.511 -4.393  0.00
H25 -1.281 0.999 -3.465  0.01
H26 -1.406 -0.725 -3.803  0.00
H27 -4.133 0.628 -0.813  0.00
H28 -3.009 1.871 -1.367  0.01
C24 -0.650 -4.666 -0.965  0.00
N4 -0.040 -3.502 -0.323  0.01
C25 0.847 -3.439 0.666  0.02
S1 1.326 -1.928 1.347  0.13
N5 1.413 -4.516 1.220  0.01
C26 1.429 -5.919 0.803  0.00
H29 -1.261 -4.284 -1.779  0.00
H30 -1.286 -5.219 -0.276  0.00
H31 0.091 -5.332 -1.394  0.00
H32 -0.409 -2.611 -0.622  0.01
H33 2.053 -4.276 1.961  0.00
H34 0.441 -6.367 0.830  0.00
H35 2.055 -6.452 1.513  0.00
H36 1.869 -6.038 -0.186  0.00

=====

12 unconnected molecules or ions with the total composition C5H34NO11, computed with ωB97M-V/def2-TZVPD.

Calculated values
highest occupied orbital energy	-12.38	eV
charge	+1
spin multiplicity	1

Each line ends with the Löwdin charge.
Cartesian coordinates (Å):
C1 3.951 0.752 -1.309  -0.09
C2 2.755 0.446 -0.417  -0.25
C3 1.516 0.183 -1.320  -0.19
C4 0.416 -0.185 -0.424  -0.37
C5 -0.644 0.525 -0.153  0.08
N1 0.683 -1.382 0.424  0.15
H1 4.587 -0.214 -1.424  0.11
H2 3.604 1.100 -2.261  0.07
H3 4.591 1.390 -0.645  0.09
H4 2.812 -0.434 0.259  0.11
H5 2.356 1.312 0.110  0.10
H6 1.822 -0.875 -1.808  0.15
H7 1.226 0.878 -2.215  0.13
H8 -1.293 0.389 0.682  0.04
H9 -1.003 1.257 -0.982  0.11
H10 1.357 -1.360 1.263  0.12
H11 -0.254 -1.791 0.693  0.13
H12 1.152 -2.171 -0.277  0.15
H13 -4.213 0.003 1.706  0.04
H14 -2.724 0.201 1.748  -0.02
O1 -3.531 0.629 1.619  -0.01
H15 -1.018 0.362 -4.476  0.02
H16 -0.373 1.224 -3.497  0.02
O2 -0.310 0.312 -3.903  -0.05
H17 -3.419 2.085 0.389  0.09
H18 -2.932 2.973 1.714  0.06
O3 -2.951 2.915 0.752  -0.10
H19 2.033 -4.128 -0.999  0.08
H20 1.026 -4.231 0.098  0.08
O4 1.797 -3.710 -0.165  -0.02
H21 -1.665 -2.056 3.047  0.03
H22 -0.588 -0.949 3.092  0.04
O5 -1.107 -1.547 2.526  -0.06
H23 0.109 -2.020 -3.745  0.08
H24 -0.048 -1.012 -2.683  0.00
O6 0.231 -1.975 -2.742  -0.14
H25 0.609 0.872 2.135  0.04
H26 0.543 1.705 3.259  0.01
O7 0.729 0.859 3.082  0.02
H27 0.003 2.938 -1.588  0.05
H28 -0.561 3.247 -2.965  0.09
O8 -0.018 2.518 -2.561  -0.16
H29 -3.625 -1.631 0.756  0.00
H30 -2.713 -2.540 0.028  0.10
O9 -2.861 -2.124 0.929  -0.04
H31 -0.154 4.377 0.261  0.17
H32 -1.384 3.368 -0.009  0.03
O10 -0.394 3.412 -0.140  -0.13
H33 1.653 -2.350 3.384  0.00
H34 1.540 -0.676 3.750  0.15
O11 1.438 -1.526 3.100  -0.09

=====

C3H4N2S in the gas phase, computed with ωB97M-V/def2-TZVPD.

Calculated values
highest occupied orbital energy	-9.56	eV
structure (SMILES)	CC(=S)NC#N
spin multiplicity	1

Each line ends with the Löwdin charge.
Cartesian coordinates (Å):
C1 0.308 1.337 -0.174  -0.10
C2 0.895 -0.004 0.092  -0.74
S1 2.323 -0.489 0.571  0.78
N1 -0.209 -1.261 -0.293  0.03
C3 -1.450 -1.224 0.125  -0.41
N2 -2.559 -1.212 0.446  0.13
H1 1.145 2.032 -0.307  0.09
H2 -0.355 1.288 -0.952  0.05
H3 -0.282 1.684 0.668  0.10
H4 0.185 -2.152 -0.175  0.07

=====

Results for energy relative to the best compared isomer or geometry (same formula, charge and spin): 1.3, 125.8, 48.4 (in kcal per mole, following the order of the records).
Results for E: -189724.2418, -29740.5314, -16989.3912 (in eV, following the order of the records).
Results for molecular weight: 863.4, 284.3, 100.1 (in g mol⁻¹, following the order of the records).